Molecular formula: C5H8O
Method: DFT, ωB97M-V with the def2-TZVPD basis set

Each line ends with the Löwdin charge.
Cartesian coordinates (Å):
O  1.05  0.80  1.60  0.037
C  0.54  0.23  0.45  -0.493
C  0.73  0.82  -0.91  -0.035
C  -0.01  -1.20  0.34  -0.087
C  -1.30  -0.61  -0.29  -0.126
C  -0.65  0.78  -0.30  -0.177
H  0.99  0.21  -1.78  0.107
H  -0.16  -1.66  1.32  0.110
H  -2.12  -0.63  0.43  0.107
H  2.00  0.64  1.64  0.104
H  0.57  -1.87  -0.29  0.106
H  1.19  1.80  -0.89  0.110
H  -1.66  -1.04  -1.24  0.103
H  -1.17  1.71  -0.08  0.134

Calculated values
- HOMO level: -9.454 eV
- Structure (SMILES): O[C@@]12CC[C@@H]1C2
- LUMO: 1.0 eV
- Energy relative to the best compared isomer or geometry (same formula, charge and spin): 45.4 kcal/mol
- Energy: -270.48561 Eh